A molecular structure, C25H48ClNO2P2PdS2 in a non-equilibrium geometry, computed with ωB97M-V/def2-TZVPD.

The geometry in XYZ format:
```
82
Properties=species:S:1:pos:R:3:lowdin_spin:R:1
Pd -0.345 0.028 -0.987 0.564
Cl -0.201 0.227 -3.330 0.154
P -0.526 -2.265 -1.267 0.057
C 0.540 -3.047 -2.586 0.007
C -0.270 -3.446 0.159 0.022
C -2.254 -2.535 -1.887 0.001
C 1.935 -2.419 -2.640 0.002
H 0.003 -2.771 -3.509 0.000
C 0.674 -4.575 -2.520 0.003
H 1.325 -4.886 -1.692 0.000
H 1.143 -4.917 -3.453 0.000
H -0.283 -5.099 -2.428 0.000
H 1.871 -1.339 -2.816 -0.001
H 2.486 -2.870 -3.477 0.000
H 2.502 -2.605 -1.718 0.000
H -2.227 -1.951 -2.823 0.000
C -3.300 -1.911 -0.959 0.001
C -2.589 -3.991 -2.212 0.001
H -2.022 -4.362 -3.071 0.000
H -3.655 -4.060 -2.468 0.000
H -2.418 -4.654 -1.352 0.000
H -2.913 -1.055 -0.395 0.001
H -3.701 -2.640 -0.243 0.000
H -4.140 -1.549 -1.567 0.000
C 1.149 -3.275 0.711 0.005
H -0.358 -4.457 -0.274 0.003
C -1.316 -3.329 1.266 0.002
H 1.921 -3.689 0.048 0.000
H 1.233 -3.791 1.678 0.000
H 1.384 -2.219 0.898 0.003
H -1.411 -2.295 1.624 0.002
H -0.991 -3.944 2.118 0.000
H -2.306 -3.684 0.953 0.000
H 1.352 0.002 0.984 0.012
H -0.879 0.964 0.433 0.013
P 0.154 2.513 -1.169 0.037
C -0.994 3.374 -2.367 0.000
C 0.154 3.655 0.311 0.013
C 1.833 2.720 -1.941 0.004
C -2.385 2.740 -2.361 0.000
H -0.519 3.148 -3.335 0.001
C -1.097 4.894 -2.201 0.001
H -1.631 5.165 -1.281 0.000
H -1.678 5.285 -3.048 0.000
H -0.126 5.399 -2.212 0.000
H -2.330 1.685 -2.649 0.000
H -3.014 3.261 -3.094 0.000
H -2.867 2.822 -1.379 0.000
H 1.685 2.163 -2.882 0.000
C 2.955 2.032 -1.152 0.002
C 2.177 4.176 -2.263 0.002
H 1.530 4.591 -3.043 0.000
H 3.209 4.215 -2.636 0.000
H 2.130 4.819 -1.372 0.000
H 2.596 1.256 -0.464 0.002
H 3.552 2.756 -0.581 0.000
H 3.637 1.543 -1.862 0.000
C -1.203 3.672 1.017 0.003
H 0.345 4.652 -0.118 0.002
C 1.275 3.341 1.303 0.002
H -2.041 3.901 0.347 0.000
H -1.171 4.446 1.800 0.000
H -1.393 2.704 1.506 0.003
H 1.321 2.266 1.535 0.001
H 1.078 3.869 2.250 0.000
H 2.260 3.666 0.948 0.000
O 3.200 0.977 3.159 0.053
S 2.486 -0.278 3.102 0.050
O 3.163 -1.488 2.706 0.051
N 1.169 -0.052 1.994 0.157
C -0.077 -0.042 2.509 0.317
S -1.463 0.184 1.531 0.192
C -0.041 -0.298 3.914 0.132
C -1.122 -0.515 4.779 0.541
C -0.863 -0.871 6.097 0.453
C 0.461 -1.018 6.550 0.118
C 1.544 -0.814 5.689 0.471
C 1.284 -0.474 4.368 0.473
H -2.136 -0.404 4.394 0.029
H -1.685 -1.032 6.789 0.020
H 0.647 -1.290 7.589 -0.003
H 2.578 -0.907 6.020 0.022
```

HOMO energy (spin up / spin down), eV: -5.5 / -8.5
Multiplicity: 5
HOMO-LUMO gap (spin up / spin down), eV: 6.0977 / 5.1465
Total energy, Ha: -3253.613787

=====

5 unconnected molecules or ions with the total composition C25H48O14S5 in a non-equilibrium geometry, computed with ωB97M-V/def2-TZVPD.

The geometry in XYZ format:
```
92
Properties=species:S:1:pos:R:3:mulliken_charge:R:1
C 1.737 -2.846 1.178 -0.202
C 1.575 -3.377 -0.383 0.031
C 3.041 -3.152 -1.099 -0.698
C 2.978 -2.521 -2.610 -0.834
C 2.562 -0.938 -2.689 0.402
O 3.859 -0.270 -3.027 -0.440
S 4.257 0.817 -1.740 1.013
O 5.059 0.198 -0.547 -0.540
O 5.135 2.012 -2.209 -0.606
O 2.604 1.230 -1.412 -0.420
C 2.023 -0.151 -1.356 0.987
C 0.398 0.229 -1.275 -0.072
C -0.196 0.098 0.279 0.889
O -1.167 1.199 0.592 -0.117
C -1.257 1.282 2.087 0.212
O -2.447 1.129 2.703 -0.508
H 2.017 -3.708 1.919 0.443
H 0.717 -2.298 1.450 -0.205
H 2.574 -2.012 1.297 -0.191
H 1.217 -4.491 -0.337 0.515
H 0.797 -2.687 -0.967 -0.156
H 3.817 -2.565 -0.408 0.223
H 3.513 -4.242 -1.215 0.372
H 2.307 -3.153 -3.363 0.301
H 4.083 -2.599 -3.055 0.339
H 1.831 -0.935 -3.632 0.256
H 2.461 -0.520 -0.314 -0.429
H -0.245 -0.391 -2.054 0.342
H 0.232 1.371 -1.571 -0.415
H -0.784 -0.921 0.383 -0.283
H 0.691 0.048 1.058 -0.282
H -0.247 1.529 2.665 0.146
O -0.402 -4.688 1.078 -0.679
S -1.707 -4.493 0.482 1.425
O -1.880 -3.896 -0.827 -0.760
C -2.585 -6.044 0.526 -0.909
C -3.292 -6.037 1.872 -0.596
C -3.855 -4.626 2.037 -0.576
C -2.749 -3.643 1.658 -0.239
H -1.884 -6.873 0.412 0.391
H -3.305 -6.044 -0.298 0.370
H -4.079 -6.796 1.917 0.373
H -2.574 -6.245 2.675 0.290
H -4.712 -4.495 1.365 0.166
H -4.209 -4.448 3.058 0.378
H -3.154 -2.739 1.197 -0.082
H -2.136 -3.378 2.524 0.413
O 0.338 3.485 -1.611 -0.641
S -0.316 4.094 -2.750 1.268
O -1.438 3.473 -3.424 -0.797
C -0.759 5.765 -2.318 -0.753
C 0.467 6.587 -2.688 -0.547
C 0.931 6.051 -4.041 -0.631
C 0.929 4.526 -3.956 -0.636
H -1.011 5.823 -1.258 0.390
H -1.623 6.050 -2.927 0.357
H 0.236 7.655 -2.732 0.353
H 1.256 6.440 -1.942 0.277
H 0.233 6.378 -4.822 0.278
H 1.923 6.430 -4.308 0.337
H 0.678 4.069 -4.917 0.396
H 1.891 4.143 -3.602 0.300
O -5.318 -1.785 1.146 -0.596
S -5.971 -1.175 0.007 1.097
O -7.094 -1.797 -0.668 -0.726
C -6.415 0.496 0.438 -0.881
C -5.189 1.317 0.068 -0.181
C -4.724 0.781 -1.285 -0.634
C -4.726 -0.744 -1.200 -0.200
H -6.667 0.554 1.499 0.449
H -7.278 0.781 -0.170 0.366
H -5.419 2.386 0.025 0.398
H -4.399 1.170 0.815 -0.012
H -5.422 1.108 -2.066 0.317
H -3.733 1.160 -1.552 0.255
H -4.978 -1.201 -2.160 0.436
H -3.765 -1.126 -0.846 -0.068
O 4.405 -0.301 5.090 -0.702
S 3.752 0.309 3.951 1.007
O 2.629 -0.312 3.277 -0.533
C 3.308 1.980 4.383 -0.544
C 4.534 2.801 4.013 -0.671
C 4.999 2.265 2.659 -0.517
C 4.997 0.740 2.745 -0.042
H 3.056 2.038 5.443 0.426
H 2.445 2.265 3.774 0.164
H 4.304 3.870 3.969 0.366
H 5.324 2.655 4.759 0.303
H 4.301 2.592 1.879 0.128
H 5.990 2.645 2.392 0.373
H 4.745 0.284 1.784 -0.176
H 5.958 0.358 3.099 0.411
```

HOMO energy, eV: -10.2
SMILES: CCCC[C@@H]1OS(=O)(=O)O[C@H]1CCOC=O.O=S1(=O)CCCC1.O=S1(=O)CCCC1.O=S1(=O)CCCC1.O=S1(=O)CCCC1
HOMO-LUMO gap, eV: 10.3817
Total energy, Ha: -4025.351758

=====

A molecular structure, C25H48OP2Y in a non-equilibrium geometry, computed with ωB97M-V/def2-TZVPD.

The geometry in XYZ format:
```
77
Properties=species:S:1:pos:R:3:mulliken_charge:R:1
Y -0.146 0.043 0.665 0.468
C -2.192 1.695 0.864 0.120
C -2.534 0.764 -0.166 1.157
C -2.486 -0.384 1.842 0.711
C -2.208 0.990 2.108 0.919
C -2.692 -0.527 0.435 0.215
C -1.994 3.163 0.713 -1.515
H -1.612 3.431 -0.282 0.256
H -1.275 3.546 1.451 0.280
H -2.932 3.721 0.862 0.315
C -2.096 1.570 3.464 -1.612
H -1.880 2.645 3.443 0.428
H -1.287 1.084 4.019 0.176
H -3.016 1.427 4.054 0.271
C -2.642 -1.439 2.877 -1.777
H -3.699 -1.684 3.072 0.336
H -2.204 -1.119 3.827 0.442
H -2.121 -2.362 2.586 0.193
C -3.110 -1.781 -0.249 -1.295
H -4.207 -1.886 -0.267 0.321
H -2.719 -2.677 0.254 0.315
H -2.767 -1.816 -1.294 0.110
C -2.791 1.121 -1.583 -0.938
H -3.773 1.598 -1.708 0.332
H -2.771 0.249 -2.241 0.217
H -2.048 1.831 -1.971 -0.008
C 1.529 0.457 -2.317 -0.167
C 0.492 1.302 -2.486 0.147
C -0.128 1.549 -3.833 -1.445
C -1.022 0.436 -4.465 -1.368
C -1.112 -0.882 -3.739 -0.414
C -0.062 -1.694 -3.578 -0.378
C 1.293 -1.392 -4.165 -1.178
C 2.141 -0.290 -3.468 -1.240
H 0.654 1.790 -4.571 0.496
H -0.669 0.286 -5.502 0.550
H -0.754 2.452 -3.753 0.474
H 2.449 0.419 -4.255 0.430
H 2.092 0.393 -1.374 0.373
H 0.169 1.994 -1.694 0.722
H 3.063 -0.770 -3.108 0.388
H 1.875 -2.329 -4.140 0.437
H -0.154 -2.657 -3.066 0.549
H 1.200 -1.119 -5.231 0.424
H -2.048 0.835 -4.551 0.274
H -2.117 -1.190 -3.432 0.983
P 1.807 2.136 1.274 1.224
C 1.566 2.963 2.895 -1.235
H 2.452 3.577 3.115 0.513
H 1.427 2.219 3.689 0.196
H 0.679 3.608 2.863 0.295
C 3.491 1.462 1.568 -1.300
H 4.111 2.229 2.055 0.438
H 3.949 1.173 0.613 0.386
H 3.425 0.576 2.212 0.257
C 2.224 3.569 0.228 -1.413
H 2.645 3.229 -0.723 0.375
H 2.948 4.213 0.742 0.462
H 1.319 4.145 0.010 0.374
P 1.022 -2.625 0.502 1.439
C -0.016 -3.950 -0.223 -1.354
H 0.629 -4.774 -0.562 0.463
H -0.574 -3.547 -1.078 0.134
H -0.726 -4.325 0.521 0.449
C 2.565 -2.914 -0.442 -1.393
H 2.355 -2.912 -1.518 0.250
H 2.984 -3.885 -0.145 0.505
H 3.295 -2.126 -0.227 0.334
C 1.495 -3.416 2.092 -1.487
H 1.855 -4.435 1.895 0.523
H 0.628 -3.453 2.762 0.358
H 2.284 -2.838 2.584 0.311
C 0.910 -0.545 3.894 -0.944
O 0.545 -0.305 2.550 -0.404
H 0.012 -0.504 4.536 0.222
H 1.638 0.202 4.262 0.248
H 1.365 -1.538 4.009 0.283
```

Charge: +1
HOMO energy, eV: -10.3
HOMO-LUMO gap, eV: 7.9367
Total energy, Ha: -1777.510448

=====

A molecular structure, C25H49AlBFN4O5PSSi in a non-equilibrium geometry, computed with ωB97M-V/def2-TZVPD.

The geometry in XYZ format:
```
89
Properties=species:S:1:pos:R:3:mulliken_charge:R:1
C 0.941 3.228 2.471 -0.158
C 0.136 3.608 1.277 -0.242
Al -1.354 2.274 0.706 -0.600
Si -0.519 1.475 -1.334 0.538
C -1.786 0.404 -2.340 -0.612
C 1.129 0.497 -0.904 -0.413
C 0.090 2.996 -2.418 -0.942
O -3.157 2.811 0.842 -0.479
C -3.832 2.241 2.053 0.525
S -5.437 1.577 1.256 -0.361
P -4.580 3.679 3.136 0.392
O -5.489 3.113 4.325 -0.707
C -2.872 1.127 2.846 0.152
B -3.374 -0.467 2.701 0.954
O -3.527 -1.136 1.361 -0.502
O -3.659 -1.345 3.874 -0.635
C -2.355 1.628 4.336 0.045
C -1.350 0.547 5.082 -0.957
F -1.623 2.926 4.313 -0.349
O -1.561 1.042 2.120 -0.016
H 0.882 3.893 3.451 -0.084
H 1.597 2.249 2.456 0.114
H 0.255 4.585 0.640 0.220
H -1.162 -0.488 -2.798 0.226
H -2.650 -0.041 -1.665 0.231
H -2.182 1.051 -3.242 0.034
H 1.849 0.455 -1.855 0.292
H 0.898 -0.586 -0.487 -0.324
H 1.622 1.102 -0.004 0.130
H -0.855 3.583 -2.804 0.203
H 0.776 2.619 -3.307 0.267
H 0.677 3.684 -1.662 0.219
H -6.169 1.075 2.365 0.144
H -5.366 4.583 2.286 0.080
H -3.568 4.504 3.750 0.049
H -4.470 -1.524 1.426 0.197
H -4.279 -2.091 3.599 0.224
H -3.334 1.794 4.985 0.353
H -0.637 1.199 5.776 0.356
H -0.647 -0.039 4.351 0.077
H -2.028 -0.187 5.715 0.232
C -1.661 -1.567 -7.942 -1.116
C -2.752 -1.679 -6.882 -0.445
C -3.148 -0.325 -6.290 -0.359
C -1.942 0.318 -5.625 0.351
N -0.941 0.850 -5.073 -0.526
H -0.732 -1.165 -7.526 0.338
H -1.431 -2.553 -8.357 0.333
H -1.980 -0.917 -8.765 0.289
H -2.403 -2.346 -6.084 0.299
H -3.636 -2.147 -7.329 0.306
H -3.941 -0.457 -5.546 0.267
H -3.525 0.342 -7.073 0.321
C 2.988 -5.128 0.375 -0.766
C 3.183 -3.843 1.175 -0.532
C 1.864 -3.240 1.663 -0.263
C 0.984 -2.897 0.471 0.314
N 0.255 -2.612 -0.517 -0.609
H 2.411 -4.952 -0.538 -0.016
H 3.957 -5.537 0.073 0.354
H 2.468 -5.886 0.972 0.333
H 3.716 -3.115 0.551 0.309
H 3.821 -4.056 2.039 0.332
H 2.058 -2.331 2.241 0.270
H 1.334 -3.948 2.310 0.337
C 3.248 -7.524 -3.989 -1.143
C 3.019 -6.040 -3.724 -0.401
C 1.564 -5.715 -3.378 -0.094
C 0.661 -6.107 -4.536 0.021
N -0.088 -6.433 -5.497 -0.511
H 2.675 -7.874 -4.853 0.348
H 4.305 -7.713 -4.204 0.331
H 2.964 -8.127 -3.119 0.298
H 3.327 -5.470 -4.610 0.313
H 3.663 -5.723 -2.897 0.254
H 1.455 -4.643 -3.184 0.300
H 1.253 -6.257 -2.479 0.282
C 3.270 7.406 5.256 -1.205
C 3.091 5.912 5.510 -0.213
C 4.272 5.078 5.008 -0.307
C 4.428 5.261 3.507 0.193
N 4.558 5.412 2.262 -0.497
H 3.330 7.629 4.186 0.365
H 2.417 7.964 5.656 0.335
H 4.180 7.780 5.739 0.298
H 2.166 5.578 5.024 0.096
H 2.968 5.747 6.586 0.332
H 4.102 4.018 5.226 0.288
H 5.198 5.383 5.507 0.324
```

Charge: -1
HOMO energy, eV: -3.5
HOMO-LUMO gap, eV: 5.6213
Total energy, Ha: -2973.242217

=====

11 unconnected molecules or ions with the total composition C25H49Br20FIN3O3P in a non-equilibrium geometry, computed with ωB97M-V/def2-TZVPD.

The geometry in XYZ format:
```
103
Properties=species:S:1:pos:R:3:mulliken_charge:R:1
C -0.041 1.217 0.106 0.508
C 0.431 -0.343 -0.088 -0.072
O 1.149 -0.877 0.939 -0.490
N 0.192 -1.212 -1.302 0.516
C 1.105 -2.418 -1.356 -0.568
P -1.488 -1.792 -1.429 0.284
N -1.838 -1.915 -3.209 -0.571
I -1.876 -4.054 -0.518 0.152
C -2.812 -0.616 -0.715 0.199
O -2.908 0.638 -1.236 -0.366
N -3.821 -0.953 0.369 0.112
C -3.166 -1.365 1.669 0.497
O -2.061 -0.803 2.167 -0.367
F -3.863 -2.450 2.450 -0.230
H -0.278 1.780 -0.917 -0.008
H -1.035 1.193 0.766 -0.228
H 0.787 1.793 0.699 -0.053
H 1.044 -3.116 -0.399 -0.113
H 0.840 -3.135 -2.273 0.279
H 2.240 -2.147 -1.487 0.336
H -0.996 -1.487 -3.689 0.279
H -1.875 -2.939 -3.496 0.381
H -4.349 -1.807 0.039 0.186
Br -9.253 -1.847 2.724 -0.128
C -7.595 -1.052 2.073 -0.543
C -7.388 -1.344 0.605 -0.502
Br -6.770 -3.174 0.331 -0.089
H -6.789 -1.428 2.709 0.284
H -7.710 0.023 2.240 0.376
H -6.596 -0.712 0.194 0.258
H -8.294 -1.220 0.005 0.432
Br 1.276 3.950 -1.895 -0.078
C 2.510 5.153 -0.982 -0.277
C 3.426 4.393 -0.051 0.276
Br 2.502 3.887 1.590 -0.117
H 1.903 5.908 -0.473 0.458
H 3.083 5.632 -1.781 0.052
H 4.256 5.026 0.275 -0.453
H 3.825 3.474 -0.489 0.172
Br 5.427 5.544 -2.578 -0.045
C 5.633 5.332 -4.506 -0.603
C 4.328 4.934 -5.155 -0.608
Br 3.939 3.046 -4.858 -0.136
H 6.436 4.605 -4.663 0.366
H 5.960 6.311 -4.866 0.354
H 4.388 5.045 -6.241 0.385
H 3.468 5.500 -4.783 0.335
Br 4.706 0.587 -0.089 -0.068
C 6.182 1.648 -0.796 -0.323
C 7.472 1.343 -0.070 -0.635
Br 7.518 2.205 1.679 -0.147
H 5.883 2.698 -0.726 0.027
H 6.257 1.366 -1.849 0.380
H 8.327 1.755 -0.612 0.372
H 7.634 0.274 0.097 0.403
Br -1.237 0.940 -4.434 -0.085
C -0.808 2.819 -4.731 -0.309
C -1.370 3.308 -6.046 -0.639
Br -0.290 2.690 -7.548 -0.137
H 0.280 2.913 -4.662 0.117
H -1.268 3.351 -3.894 0.319
H -1.333 4.399 -6.100 0.405
H -2.395 2.974 -6.231 0.377
Br 1.163 -5.803 4.185 -0.138
C 1.592 -3.923 3.888 -0.613
C 1.030 -3.435 2.573 -0.336
Br 2.110 -4.053 1.071 -0.056
H 2.680 -3.830 3.957 0.423
H 1.132 -3.391 4.725 0.392
H 1.067 -2.344 2.519 0.181
H 0.005 -3.769 2.388 0.295
Br 3.844 7.603 3.433 -0.131
C 5.502 8.398 2.782 -0.573
C 5.709 8.105 1.314 -0.580
Br 6.327 6.276 1.040 -0.155
H 6.308 8.021 3.418 0.354
H 5.386 9.473 2.948 0.352
H 6.501 8.737 0.903 0.371
H 4.803 8.230 0.714 0.354
Br -1.547 4.004 1.702 -0.114
C -2.250 3.710 3.497 -0.600
C -3.348 2.671 3.490 -0.122
Br -5.020 3.417 2.818 -0.134
H -2.574 4.682 3.877 0.407
H -1.394 3.362 4.084 0.338
H -3.573 2.342 4.509 0.388
H -3.116 1.799 2.873 -0.157
Br 3.553 -9.272 1.519 -0.120
C 2.850 -9.566 3.314 -0.308
C 1.752 -10.605 3.308 -0.594
Br 0.080 -9.859 2.636 -0.135
H 2.526 -8.594 3.694 0.091
H 3.706 -9.913 3.901 0.333
H 1.527 -10.934 4.326 0.342
H 1.984 -11.477 2.691 0.375
Br -9.285 -7.577 -2.717 -0.137
C -9.758 -7.337 -0.840 -0.556
C -8.786 -6.412 -0.146 -0.572
Br -7.111 -7.325 0.259 -0.128
H -9.805 -8.334 -0.393 0.384
H -10.762 -6.903 -0.853 0.352
H -9.180 -6.098 0.825 0.356
H -8.533 -5.526 -0.735 0.280
```

Charge: +1
HOMO energy, eV: -11.4
HOMO-LUMO gap, eV: 6.0897
Total energy, Ha: -53590.771078

=====

Among the records above, which one has the lowest total energy? C25H49Br20FIN3O3P

=====

The highest total energy belongs to which entry? C25H48OP2Y

=====

Which value of total energy does entry 1 give? -3253.613787 Ha

=====

What is the total energy in the first record? -3253.613787 Ha